Here is a molecular structure, C17H41N4O4S2 in a non-equilibrium geometry from the Open Molecules 2025 dataset. Energies are from ωB97M-V with the def2-TZVPD basis set.

Properties
- Kohn-Sham gap (Eh) = 0.2778
- E_LUMO (eV) = 2.07
- HOMO level (eV) = -5.494
- DFT total energy (eV) = -54114.880
- charge = -1

Last column: natural (NBO) charge in e.
Geometry (Å):
C (-3.78661, -2.38627, -2.89059)  -0.400
C (-5.62371, -1.00771, -5.86759)  -0.610
H (2.58599, 1.47211, 1.53064)  0.356
O (3.95597, 5.64952, 7.13933)  -0.967
H (-5.63401, -1.96960, -1.87300)  0.202
H (-4.10576, -4.03180, -1.51333)  0.202
H (3.93802, 2.75751, 2.45788)  0.220
H (-6.44988, -2.98210, -5.94975)  0.198
N (0.44254, 2.40317, 0.84021)  -0.861
H (3.27156, 1.31735, 6.42608)  0.197
N (0.15966, 2.80119, 3.11116)  -0.700
H (0.96282, 1.78570, 0.22743)  0.351
H (2.69178, 3.47985, 3.48751)  0.245
H (-4.76615, -2.94342, -5.47395)  0.194
C (3.68927, 2.15549, 5.81344)  -0.412
C (-6.16805, -2.50800, -3.87898)  -0.396
C (0.98493, -3.43218, -2.74484)  -0.398
H (-6.58504, -0.49435, -5.78603)  0.200
H (-3.32404, -2.23047, -3.86969)  0.193
H (4.70928, 2.32035, 6.22980)  0.237
H (2.67564, -3.75084, -4.05148)  0.206
H (4.89730, 1.56991, 4.09485)  0.212
H (-3.19358, -1.80745, -2.17665)  0.209
C (2.06509, -2.92031, -3.69015)  -0.609
N (2.81026, 5.93041, 4.83752)  -1.183
C (-5.21749, -1.84689, -2.87804)  -0.397
C (0.73790, -1.23937, -1.40419)  -0.402
S (3.59433, 6.40372, 3.43550)  2.048
H (1.96050, -0.86285, 0.30585)  0.203
C (-3.69645, -3.85941, -2.51156)  -0.610
H (3.41925, 0.62592, 4.27467)  0.207
C (3.81140, 1.66926, 4.33417)  -0.421
O (3.99078, 5.26851, 2.53183)  -0.997
H (-5.18787, -0.76839, -3.05978)  0.201
H (-5.33854, -1.01400, -6.92191)  0.207
H (-0.02378, -0.51699, -1.09159)  0.207
N (2.17724, 1.62450, 2.44862)  -0.660
S (3.78472, 4.95761, 5.81812)  2.171
H (-4.87639, -0.42692, -5.32488)  0.204
H (2.61751, 7.11536, 2.74988)  -0.016
H (0.10025, -3.29453, 0.45509)  0.194
C (-5.72487, -2.43396, -5.34029)  -0.398
O (4.72973, 7.34355, 3.62172)  -0.962
H (-0.43470, -1.85479, -3.09057)  0.199
H (0.38027, -4.17559, -3.27397)  0.197
H (-0.20928, -1.71154, 1.19068)  0.211
H (1.43692, -0.68410, -2.03800)  0.197
H (1.45032, -3.95764, -1.90597)  0.195
H (0.46374, 3.36299, 0.51961)  0.391
C (3.14661, 2.51518, 3.20392)  -0.244
C (0.91855, 2.30163, 2.21294)  0.575
H (1.14939, -2.69644, 1.73687)  0.212
H (2.57033, 3.41901, 7.18186)  0.246
C (0.05719, -2.32982, -2.23401)  -0.398
H (-0.74461, -2.78845, -1.64707)  0.200
H (1.85593, 3.46453, 5.54051)  0.233
C (2.81106, 3.40052, 6.09442)  -0.635
H (-2.65354, -4.18490, -2.50583)  0.209
H (0.61865, 2.62947, 4.00985)  0.327
H (2.73000, -2.20867, -3.19839)  0.204
H (1.61982, -2.43144, -4.56039)  0.199
H (-6.31252, -3.55825, -3.60729)  0.198
C (0.57403, -2.39659, 0.85865)  -0.611
H (2.28866, -2.41436, -0.44574)  0.191
H (-7.15270, -2.03710, -3.78254)  0.198
O (5.12384, 4.63636, 5.25117)  -0.956
C (1.48407, -1.72861, -0.16431)  -0.397
H (-4.23355, -4.49456, -3.21942)  0.197